{"formula": "C22H58F6N2O24S3Zn", "method": "ωB97M-V/def2-TZVPD", "gap_ha": 0.2231, "energy_ha": -6361.45541, "lumo_ev": 3.2, "e_homo_ev": -2.846, "max_force_ev_per_a": 4.311, "spin_multiplicity": 1, "charge": -2, "relative_energy_ev": 0.000, "species": ["Zn", "S", "O", "O", "O", "O", "C", "F", "F", "F", "S", "O", "O", "O", "C", "F", "F", "F", "S", "O", "O", "O", "C", "C", "O", "O", "H", "H", "H", "H", "H", "H", "C", "C", "O", "O", "H", "H", "H", "H", "H", "H", "C", "C", "O", "O", "H", "H", "H", "H", "H", "H", "C", "C", "O", "O", "H", "H", "H", "H", "H", "H", "C", "C", "O", "O", "H", "H", "H", "H", "H", "H", "C", "C", "O", "O", "H", "H", "H", "H", "H", "H", "C", "C", "C", "O", "C", "N", "H", "H", "H", "H", "H", "H", "H", "H", "H", "H", "H", "C", "C", "C", "O", "C", "N", "H", "H", "H", "H", "H", "H", "H", "H", "H", "H", "H"], "positions_angstrom": [[-3.197266, 2.315823, 2.152582], [-4.926834, 1.183069, 3.727717], [-4.816433, 0.555367, 5.067428], [-3.925948, 0.661070, 2.772991], [-6.230859, 1.100741, 3.147382], [-4.468742, 2.568078, 3.741975], [-4.898824, 1.862564, -1.721374], [-4.667649, 0.556860, -1.508262], [-3.781538, 2.546600, -2.004051], [-5.811851, 1.892531, -2.708701], [-5.749121, 2.524708, -0.134138], [-6.806239, 1.558840, 0.130948], [-4.678595, 2.593273, 0.867150], [-6.236305, 3.853269, -0.493164], [-0.793840, -0.610948, -0.213057], [0.361993, -0.939395, -0.799759], [-1.843105, -1.066556, -0.871142], [-0.921450, -1.132482, 1.025004], [-0.936356, 1.305246, -0.135074], [-2.096378, 1.654761, 0.713059], [0.331532, 1.748509, 0.451961], [-1.010837, 1.787472, -1.507291], [-0.982864, 3.550816, -4.552075], [0.276383, 2.672178, -4.636352], [0.064897, 1.344610, -4.225566], [-1.171771, 3.877309, -3.200455], [-1.847208, 3.068225, -5.019866], [-0.830966, 4.473927, -5.116913], [0.997739, 3.216742, -4.022197], [0.630368, 2.769124, -5.666261], [0.052367, 1.287454, -3.262798], [-1.143063, 3.048290, -2.695476], [1.677897, -3.374157, -3.034692], [1.355131, -3.699765, -4.518275], [0.250221, -4.575694, -4.531487], [2.294512, -4.460304, -2.341256], [0.769537, -2.949790, -2.604450], [2.378027, -2.535914, -3.025443], [2.192161, -4.171843, -5.033743], [1.053863, -2.832675, -5.113236], [-0.542918, -4.040432, -4.397214], [1.623872, -5.151993, -2.315572], [4.532982, 2.769359, 0.593152], [3.283925, 3.589063, 0.223919], [2.343878, 3.263780, 1.210920], [5.536747, 2.957776, -0.356235], [4.208951, 1.730885, 0.712632], [4.840500, 3.060441, 1.598385], [2.896328, 3.341390, -0.765448], [3.623135, 4.614242, 0.384274], [1.694314, 2.605975, 0.910942], [5.390573, 2.360669, -1.092977], [1.697549, 1.681016, 5.125964], [2.169159, 0.883574, 3.887388], [2.548086, -0.388852, 4.380421], [0.359017, 1.397252, 5.397698], [1.848787, 2.729030, 4.850146], [2.366140, 1.553586, 5.980552], [3.112099, 1.353049, 3.578594], [1.528345, 0.844552, 3.005901], [2.652474, -0.983846, 3.618551], [0.252601, 0.483857, 5.731247], [-1.954337, -1.205851, 4.304257], [-0.802013, -1.837149, 5.059880], [-0.364394, -1.073935, 6.198797], [-3.193340, -1.405144, 4.970618], [-2.019450, -1.668960, 3.316135], [-1.755426, -0.142589, 4.155521], [-0.001292, -1.969380, 4.326327], [-1.096725, -2.823851, 5.424877], [0.087814, -1.690963, 6.777394], [-3.784576, -0.654811, 4.695696], [-1.809746, 4.825516, 2.659858], [-0.820357, 3.744913, 3.103026], [-1.424071, 2.446482, 3.361197], [-2.624821, 4.269103, 1.612696], [-1.206789, 5.679340, 2.345158], [-2.534739, 5.187033, 3.390168], [-0.374447, 4.104546, 4.033322], [-0.055694, 3.550451, 2.352015], [-0.795763, 2.018593, 3.967878], [-2.635775, 4.848138, 0.847084], [-2.088307, -3.548856, -7.389026], [-3.238587, -2.823084, -6.720478], [-2.891466, -2.187223, -5.347880], [-2.355404, -3.200583, -4.506404], [-2.083650, -2.695656, -3.202252], [-3.781692, -1.808206, -7.636005], [-2.254443, -3.661432, -8.458116], [-1.971332, -4.538969, -6.947504], [-1.189046, -3.000588, -7.100509], [-4.012776, -3.503291, -6.357875], [-3.794728, -1.912607, -4.790866], [-2.279749, -1.278597, -5.336204], [-1.678042, -3.539204, -2.640730], [-3.001716, -2.477625, -2.652632], [-1.381619, -1.863221, -3.253377], [-4.439999, -1.276044, -7.076661], [-3.000000, -1.191729, -7.831259], [4.318308, -0.733389, 1.602949], [4.117600, -2.245471, 1.802830], [5.160644, -2.956013, 2.660057], [6.381030, -2.925795, 1.997670], [7.431617, -3.394173, 2.823252], [2.815590, -2.438573, 2.426345], [5.214951, -0.579336, 0.998338], [4.615467, -0.351082, 2.582034], [3.476277, -0.194917, 1.174860], [4.101624, -2.753909, 0.835268], [4.918975, -4.013199, 2.837336], [5.257750, -2.577136, 3.685082], [7.184383, -4.329538, 3.334535], [7.713707, -2.690967, 3.610195], [8.237309, -3.588327, 2.116363], [2.053136, -2.402404, 1.759737], [2.731000, -3.402646, 2.734144]], "atomic_forces_ev_per_a": [[-0.89, 0.28, 0.87], [-1.65, -0.39, 0.89], [0.04, 0.28, -0.90], [1.66, -3.64, -0.81], [-1.35, -0.54, 0.20], [0.67, 3.81, 1.32], [-1.63, 0.17, 2.35], [1.02, 0.12, -0.37], [-0.60, -0.72, -0.54], [0.75, 0.53, -0.51], [-1.44, 0.32, 0.54], [1.35, 0.57, -0.65], [-0.77, 0.03, -1.62], [0.61, -0.55, -0.32], [-1.37, 1.71, 1.31], [-0.45, -0.35, 0.30], [0.19, -0.31, -0.88], [1.12, 0.29, -0.64], [0.27, 2.11, 1.34], [2.52, -1.95, -2.90], [-0.59, -1.25, 0.11], [-0.42, -1.41, 0.18], [0.63, -0.37, 0.26], [-0.65, 1.42, -0.44], [0.31, -0.27, -0.49], [-0.45, 0.30, -0.12], [-0.10, -0.29, 0.18], [0.19, 0.13, 0.12], [0.26, -0.30, 0.17], [0.15, -0.87, -0.10], [-0.17, 0.24, 0.12], [-0.32, 0.30, 0.22], [0.90, 0.86, -1.54], [-0.42, 0.09, 0.82], [-0.12, -0.87, -0.13], [-0.85, 0.48, -0.23], [-0.14, -0.53, 0.48], [0.28, -0.14, 0.15], [0.04, -0.15, 0.20], [0.44, 0.49, 0.33], [-0.21, -0.15, -0.28], [0.07, -0.15, 0.01], [-1.53, -0.31, -0.19], [0.70, -0.97, 1.43], [-0.45, 0.54, 0.67], [1.21, -0.02, -0.24], [0.25, -0.07, -0.29], [0.37, 0.29, -0.19], [0.27, 0.37, -0.22], [-0.60, 0.33, -0.65], [0.05, 0.21, -0.22], [-0.08, 0.00, 0.01], [0.12, 0.03, -1.98], [2.04, 0.40, 1.58], [-0.41, -0.56, -0.20], [-0.44, 0.67, 0.33], [-0.68, 0.22, 0.09], [0.04, -0.59, -0.02], [-0.09, 0.40, -0.38], [-0.58, 0.15, 0.34], [-0.13, -0.41, 0.24], [-0.04, -0.06, -0.02], [-0.88, -0.20, 0.77], [-0.36, -0.32, -0.37], [-0.12, -0.06, -0.28], [1.15, -0.08, -0.43], [0.30, -0.03, -0.18], [0.03, 0.11, -0.05], [0.40, 0.12, 0.21], [-0.16, -0.07, -0.12], [0.09, 0.15, 0.08], [-0.09, -0.30, 0.82], [-0.20, -0.75, -0.25], [-0.31, -0.41, 0.61], [0.43, 1.65, -0.05], [0.82, 0.88, 0.18], [-0.06, -0.01, -0.32], [0.38, -0.32, 0.56], [0.25, -0.03, -0.02], [0.08, 0.54, -0.16], [-0.37, -0.53, 0.29], [-0.29, -0.31, -0.22], [0.01, -0.23, 1.12], [-0.32, 0.57, 1.07], [-0.33, -0.52, 0.63], [0.85, 0.01, 0.00], [-0.35, -1.00, 0.07], [-0.04, -0.44, 0.59], [0.17, 0.25, -0.01], [0.05, -0.02, -0.05], [0.30, -0.03, -0.67], [-0.28, -0.28, -0.92], [-0.48, 0.43, -0.67], [0.46, -0.12, -0.45], [0.41, 0.12, -0.03], [-0.08, 0.63, -0.27], [-0.14, 0.14, 0.20], [-0.15, 0.34, -0.30], [-0.11, 0.27, -0.16], [1.63, -0.88, 0.55], [-0.74, 0.01, -0.60], [-0.29, -0.06, 0.29], [0.90, 0.16, 0.20], [-0.04, -0.17, -0.70], [-0.72, -0.76, 0.46], [-0.17, 0.06, -0.29], [-0.48, 0.44, 0.03], [-0.15, -0.26, 0.13], [0.41, 0.03, -0.19], [-0.55, -0.13, -0.30], [-0.17, 0.68, -0.07], [-0.21, -0.18, -0.14], [0.04, 0.29, -0.16], [0.32, 0.09, 0.39], [0.08, 0.58, -0.29], [0.15, -0.01, 0.39]], "lowdin_charge": [0.573, 0.257, -0.353, -0.384, -0.316, -0.369, -0.623, 0.105, 0.122, 0.101, 0.547, -0.299, -0.337, -0.341, -0.611, 0.129, 0.143, 0.130, 0.644, -0.284, -0.317, -0.307, -0.261, -0.265, -0.064, -0.078, 0.115, 0.109, 0.118, 0.106, 0.051, 0.016, -0.237, -0.232, -0.088, -0.060, 0.089, 0.116, 0.114, 0.115, 0.033, 0.080, -0.273, -0.237, -0.101, -0.062, 0.084, 0.123, 0.125, 0.117, 0.010, 0.085, -0.236, -0.233, -0.106, -0.073, 0.108, 0.117, 0.097, 0.120, 0.007, 0.055, -0.255, -0.212, -0.073, -0.092, 0.107, 0.108, 0.100, 0.117, 0.091, 0.008, -0.165, -0.166, -0.084, -0.067, 0.123, 0.129, 0.125, 0.104, 0.068, 0.126, -0.057, -0.436, -0.194, -0.224, -0.104, 0.032, 0.074, 0.076, 0.078, 0.135, 0.127, 0.130, 0.095, 0.097, 0.090, 0.068, 0.069, -0.047, -0.397, -0.233, -0.177, -0.111, 0.034, 0.080, 0.084, 0.075, 0.138, 0.123, 0.133, 0.082, 0.088, 0.088, 0.092, 0.087]}